1.
{
  "formula": "C30H49BN5O6S",
  "method": "the ωB97M-V functional and the def2-TZVPD basis",
  "total_charge": -1,
  "lumo_ev": 1.999,
  "species": ["C", "C", "O", "C", "C", "B", "O", "C", "C", "C", "S", "O", "O", "O", "C", "C", "C", "O", "H", "H", "H", "H", "H", "H", "H", "H", "H", "H", "H", "H", "H", "H", "H", "H", "H", "H", "H", "H", "H", "H", "H", "H", "N", "C", "C", "C", "C", "H", "H", "H", "H", "H", "N", "C", "C", "C", "C", "H", "H", "H", "H", "H", "N", "C", "C", "C", "C", "H", "H", "H", "H", "H", "N", "C", "C", "C", "C", "H", "H", "H", "H", "H", "N", "C", "C", "C", "C", "H", "H", "H", "H", "H"],
  "positions_angstrom": [[0.8766, 4.0174, 2.3799], [-0.4446, 3.6207, 1.4340], [-0.0263, 3.2857, 0.0676], [0.1760, 1.8064, -0.0885], [-1.2635, 1.0868, -0.2126], [-1.5599, -0.2593, 0.6499], [-3.0294, -0.5235, 0.3899], [-0.8479, -1.6541, 0.0535], [0.2872, -1.3983, -1.0915], [0.9699, -2.8886, -1.4106], [2.7726, -2.7988, -1.9106], [3.5644, -1.6118, -1.3106], [3.4665, -4.1035, -1.3576], [2.8485, -2.8701, -3.6148], [-1.4977, -0.1283, 2.2816], [-0.0745, 0.2080, 2.9664], [1.1617, -0.8174, 2.6612], [-0.2856, 0.1673, 4.4524], [0.4194, 4.1719, 3.4700], [1.5977, 3.0665, 2.3496], [1.4281, 4.9763, 1.9856], [-1.1418, 2.8383, 1.9537], [-1.0736, 4.6335, 1.3712], [0.9425, 1.3612, 0.6695], [0.7027, 1.7091, -1.1577], [-1.4461, 0.8184, -1.3605], [-2.1197, 1.8723, 0.0500], [-3.5761, 0.0429, 1.0187], [-0.3934, -2.3295, 0.9270], [-1.6661, -2.3625, -0.4535], [1.1840, -0.7309, -0.6941], [-0.1595, -1.0038, -2.0998], [0.2848, -3.4778, -2.1605], [0.9369, -3.4752, -0.3722], [3.3959, -2.0545, -3.8751], [-1.8691, -1.1754, 2.7189], [-2.2973, 0.6598, 2.6858], [0.3475, 1.3065, 2.7654], [1.3782, -0.7399, 1.4897], [0.9487, -1.9465, 2.8860], [2.1587, -0.4134, 3.1742], [-0.3200, -0.8306, 4.6573], [0.1359, -4.1887, -5.1068], [-0.5133, -3.2000, -5.7994], [-1.8245, -3.5868, -5.9647], [-1.9727, -4.8505, -5.3448], [-0.7475, -5.1969, -4.8208], [1.1136, -4.1759, -4.8467], [0.0123, -2.3090, -6.1158], [-2.5917, -3.0194, -6.4754], [-2.8762, -5.4437, -5.2864], [-0.4291, -6.0728, -4.2714], [0.5500, 7.6911, 0.7856], [1.3667, 8.7918, 0.7924], [0.8984, 9.6634, 1.7501], [-0.2372, 9.0647, 2.3460], [-0.4279, 7.8463, 1.7334], [0.6532, 6.8894, 0.1771], [2.2079, 8.8612, 0.1158], [1.3290, 10.6259, 1.9941], [-0.8495, 9.4774, 3.1373], [-1.1745, 7.0792, 1.8896], [-4.2098, -4.8379, -8.4867], [-5.3031, -4.1485, -8.0308], [-6.1427, -3.9269, -9.0996], [-5.5371, -4.5084, -10.2390], [-4.3462, -5.0664, -9.8313], [-3.4255, -5.1327, -7.9196], [-5.3892, -3.8739, -6.9880], [-7.0896, -3.4042, -9.0623], [-5.9279, -4.5195, -11.2483], [-3.5855, -5.6040, -10.3816], [3.9582, 4.0977, 4.4513], [5.0562, 3.2775, 4.4424], [6.0634, 3.9218, 3.7593], [5.5568, 5.1774, 3.3468], [4.2558, 5.2609, 3.7901], [3.0680, 3.8794, 4.8797], [5.0265, 2.3074, 4.9202], [7.0561, 3.5304, 3.5787], [6.0844, 5.9390, 2.7873], [3.5179, 6.0457, 3.6906], [0.1056, -3.4122, 6.7484], [1.1277, -4.2957, 6.5174], [0.5946, -5.4174, 5.9227], [-0.7972, -5.2003, 5.7847], [-1.0713, -3.9532, 6.3001], [0.2044, -2.5030, 7.1810], [2.1440, -4.0518, 6.7967], [1.1484, -6.2964, 5.6197], [-1.5215, -5.8802, 5.3551], [-2.0007, -3.4064, 6.3871]],
  "forces_ev_per_angstrom": [[-1.03, -1.27, -0.18], [0.40, 1.88, 0.37], [-0.06, -1.26, 2.14], [-0.08, 0.16, -2.15], [0.24, 1.27, -1.12], [-1.44, -0.59, -0.24], [-1.58, 0.83, 1.15], [0.74, -1.70, -0.85], [0.99, -1.17, 0.23], [-2.02, 0.55, 1.00], [5.14, -2.66, 4.55], [-3.41, -2.79, -3.09], [-3.09, 4.09, -2.81], [0.69, 2.09, 1.60], [0.73, -0.07, 1.71], [0.29, -0.30, 0.86], [0.40, 1.00, -1.61], [0.48, -1.98, -0.58], [1.31, -0.23, -2.20], [-1.37, 2.28, 0.27], [-1.15, -1.95, 0.81], [1.51, 1.15, -1.11], [1.16, -2.17, -0.08], [-1.57, 0.97, -1.00], [-0.92, 0.36, 2.39], [0.34, 0.72, 2.30], [1.89, -1.43, -0.49], [1.14, -1.13, -1.37], [-0.65, 1.36, -1.85], [1.53, 1.61, 1.05], [-2.03, -1.16, -0.98], [0.89, -0.49, 2.08], [1.82, 1.06, 1.11], [0.73, 1.19, -2.42], [-1.03, -1.52, 0.53], [0.87, 2.02, -0.71], [1.74, -1.38, -0.72], [-1.20, -2.44, 0.37], [-0.41, -0.35, 2.48], [0.31, 2.21, -0.16], [-2.27, -1.06, -0.81], [-0.05, 2.31, -0.49], [-0.18, -0.03, 0.00], [0.03, -0.02, -0.05], [0.20, 0.32, -0.15], [0.12, -0.31, 0.13], [0.06, -0.06, -0.04], [-0.27, 0.08, 0.00], [-0.13, -0.14, 0.06], [0.13, -0.03, 0.10], [0.12, 0.08, 0.08], [-0.08, 0.15, -0.09], [0.00, 0.07, 0.09], [0.00, 0.03, -0.03], [0.31, 0.00, -0.24], [-0.25, -0.29, 0.04], [-0.03, 0.00, -0.02], [-0.05, 0.19, 0.23], [-0.14, 0.01, 0.13], [-0.05, -0.16, -0.05], [0.09, -0.09, -0.13], [0.13, 0.15, -0.01], [-0.11, -0.04, -0.07], [0.01, 0.03, 0.00], [-0.01, 0.07, 0.38], [0.28, -0.20, -0.18], [0.01, 0.02, -0.02], [-0.20, 0.14, -0.14], [0.00, -0.02, -0.18], [0.17, -0.09, 0.02], [0.08, -0.01, 0.16], [-0.15, 0.11, 0.07], [0.11, 0.07, 0.03], [0.03, -0.03, -0.01], [-0.04, -0.34, 0.21], [-0.28, 0.27, 0.01], [-0.02, 0.03, -0.02], [0.30, 0.06, -0.23], [0.02, 0.15, -0.12], [-0.18, 0.04, 0.03], [-0.11, -0.12, 0.09], [0.13, -0.13, -0.02], [0.01, 0.00, -0.03], [0.07, -0.08, 0.03], [0.36, 0.14, 0.14], [-0.32, 0.24, 0.07], [-0.10, -0.06, 0.01], [-0.04, -0.33, -0.21], [-0.17, -0.07, -0.08], [-0.07, 0.17, 0.04], [0.12, 0.15, 0.06], [0.15, -0.11, -0.05]],
  "mulliken_charge": [-0.632, 0.069, -0.419, 0.005, -0.422, 0.375, -0.923, -0.592, -0.001, -0.501, 1.162, -0.611, -0.661, -0.504, -0.514, 1.460, -0.708, -0.656, 0.265, 0.242, 0.105, 0.097, -0.064, 0.102, 0.142, 0.116, 0.167, 0.270, 0.081, 0.143, 0.105, 0.230, 0.267, 0.324, 0.342, 0.044, 0.094, -0.846, -0.056, 0.314, 0.253, 0.329, 0.094, -0.727, -0.246, -0.180, -0.788, 0.195, 0.389, 0.378, 0.471, 0.399, 0.052, -0.572, -0.327, -0.515, -0.352, 0.216, 0.371, 0.394, 0.396, 0.341, 0.069, -0.259, -0.579, -0.341, -0.573, 0.209, 0.367, 0.386, 0.378, 0.355, 0.023, -0.541, -0.366, -0.432, -0.533, 0.235, 0.376, 0.382, 0.394, 0.463, 0.007, -0.531, -0.344, -0.366, -0.516, 0.213, 0.373, 0.390, 0.393, 0.386]
}

2.
{
  "formula": "C8H15N2",
  "method": "the ωB97M-V functional and the def2-TZVPD basis",
  "total_charge": 1,
  "lumo_ev": -3.543,
  "e_above_lowest_ev": 2.2441,
  "smiles": "[NH3+]C[C@]12C=CCN1CCC2",
  "species": ["C", "C", "C", "C", "C", "C", "C", "C", "N", "N", "H", "H", "H", "H", "H", "H", "H", "H", "H", "H", "H", "H", "H", "H", "H"],
  "positions_angstrom": [[0.6077, -1.9099, -0.9501], [-0.5115, -1.2325, -0.9616], [1.5591, -1.4670, 0.1403], [1.5400, 1.5222, -0.5487], [0.1195, 1.2637, -0.9995], [1.5763, 1.0753, 0.8647], [-0.2845, 0.0610, -0.0979], [-1.5273, 0.3870, 0.7221], [0.8446, -0.2610, 0.7505], [-2.5955, -0.6039, 0.7967], [0.8543, -2.7566, -1.5689], [-1.3898, -1.4603, -1.4440], [1.6637, -2.2318, 0.9947], [2.4496, -1.1305, -0.2459], [2.2929, 1.0686, -1.2303], [1.8111, 2.6451, -0.6855], [-0.6861, 1.9513, -0.9499], [0.1383, 0.9054, -1.9705], [2.4952, 1.1537, 1.4382], [0.7965, 1.6397, 1.4090], [-2.1147, 1.3477, 0.2718], [-1.2022, 0.6238, 1.7258], [-3.1513, -0.4179, 1.6142], [-2.2434, -1.5684, 1.0016], [-3.0425, -0.6048, -0.0767]],
  "forces_ev_per_angstrom": [[0.98, -1.19, 0.75], [1.83, 2.08, 2.02], [-2.78, 0.32, 2.06], [1.41, 3.96, -1.59], [0.21, -1.52, 1.15], [-1.83, -1.21, 0.28], [-1.13, -1.77, -1.06], [-0.52, 4.01, -0.73], [0.80, -0.67, 0.57], [1.71, -2.26, 1.79], [-0.16, -0.29, 0.00], [-1.68, -0.27, -1.62], [0.19, 0.89, -1.66], [2.52, 0.30, -0.74], [-0.59, -0.29, 0.62], [-0.52, -1.65, 0.48], [0.05, 1.60, 0.21], [-0.08, -0.52, -2.11], [0.08, -0.64, -0.18], [0.68, 0.32, 0.05], [1.49, -2.11, 1.20], [-0.12, 0.10, 0.29], [-1.09, 0.45, -0.04], [0.09, 0.64, -0.57], [-1.53, -0.28, -1.16]],
  "mulliken_charge": [-0.508, -1.042, -0.749, -0.537, -1.027, -0.538, 1.467, -1.202, -0.312, -0.161, 0.502, 0.574, 0.297, 0.368, 0.288, 0.386, 0.431, 0.342, 0.399, 0.218, 0.236, 0.475, 0.368, 0.367, 0.358]
}

3.
{
  "formula": "C2H2CuO2P",
  "method": "the ωB97M-V functional and the def2-TZVPD basis",
  "total_charge": -1,
  "lumo_ev": [3.338, 3.422],
  "multiplicity": 2,
  "s_squared": 0.7597,
  "species": ["P", "O", "O", "C", "C", "H", "H", "Cu"],
  "positions_angstrom": [[-1.5493, -2.3225, 0.3913], [-1.4378, -1.7093, -1.1012], [0.3233, -0.5570, 1.4810], [0.8216, 0.5751, 0.9634], [0.5199, 1.3673, -0.1274], [-0.0395, 2.3038, -0.0319], [1.1435, 1.2737, -1.0399], [0.2183, -0.9311, -0.5353]],
  "forces_ev_per_angstrom": [[0.36, 1.02, -1.57], [-1.11, -1.42, 1.11], [1.16, 4.51, -0.14], [-0.20, -4.98, 1.43], [-0.55, 0.32, -1.08], [-0.34, -0.56, -0.10], [0.29, 0.54, 1.06], [0.39, 0.57, -0.71]],
  "lowdin_spin": [0.622, 0.263, 0.021, 0.030, 0.020, 0.001, 0.002, 0.043]
}

4.
{
  "formula": "C18H27N3O2",
  "method": "the ωB97M-V functional and the def2-TZVPD basis",
  "total_charge": 0,
  "lumo_ev": 0.630,
  "e_above_lowest_ev": 1.7458,
  "smiles": "COc1cccc(N2CCN(C(=O)NC3CCCCC3)CC2)c1",
  "species": ["C", "H", "O", "C", "C", "C", "C", "C", "C", "H", "H", "H", "N", "C", "H", "C", "N", "C", "O", "N", "H", "C", "C", "C", "C", "C", "C", "H", "H", "H", "H", "H", "H", "H", "H", "H", "H", "H", "C", "H", "C", "H", "H", "H", "H", "H", "H", "H", "H", "H"],
  "positions_angstrom": [[-6.4158, -1.3961, 1.5959], [-7.0222, -1.6023, 0.7075], [-5.4510, -0.4055, 1.3455], [-4.5092, -0.6451, 0.3850], [-3.5972, 0.3845, 0.1837], [-2.5771, 0.2847, -0.7631], [-2.5046, -0.8930, -1.5187], [-3.4182, -1.9060, -1.3189], [-4.4238, -1.8070, -0.3722], [-5.1154, -2.6229, -0.2413], [-3.3410, -2.8077, -1.9095], [-1.7314, -1.0393, -2.2560], [-1.7191, 1.3522, -0.9423], [-0.7216, 1.3695, -1.9783], [-0.6173, 2.3974, -2.3409], [0.6270, 0.8679, -1.4453], [0.9517, 1.5946, -0.2341], [1.8727, 1.1646, 0.6889], [1.9906, 1.6966, 1.7778], [2.6304, 0.0982, 0.3000], [2.6722, -0.1441, -0.6743], [3.7376, -0.3584, 1.1156], [3.7781, -1.8884, 1.1517], [4.2083, -2.4811, -0.1884], [5.5590, -1.9164, -0.6177], [5.4974, -0.3948, -0.7107], [5.0786, 0.2060, 0.6287], [5.8400, -0.0202, 1.3773], [4.9984, 1.2919, 0.5492], [6.4745, 0.0000, -0.9973], [4.7882, -0.1045, -1.4903], [6.3172, -2.2008, 0.1152], [5.8506, -2.3384, -1.5820], [4.2718, -3.5678, -0.1008], [3.4591, -2.2592, -0.9522], [4.4873, -2.1954, 1.9226], [2.7928, -2.2669, 1.4293], [3.5318, 0.0296, 2.1189], [0.0616, 2.6744, 0.1288], [0.3804, 3.0286, 1.1108], [-1.3925, 2.1952, 0.1986], [-2.0562, 3.0694, 0.2341], [-1.5292, 1.6185, 1.1186], [0.1686, 3.4964, -0.5880], [0.5394, -0.2036, -1.2238], [1.4045, 1.0123, -2.2109], [-1.0440, 0.7605, -2.8212], [-3.7232, 1.2749, 0.7762], [-7.0548, -0.9946, 2.3811], [-5.9572, -2.3272, 1.9455]],
  "forces_ev_per_angstrom": [[-0.18, -0.20, 0.03], [0.04, 0.00, 0.04], [0.36, 0.18, -0.21], [0.09, 0.06, 0.02], [-0.05, -0.03, 0.13], [-0.37, -0.11, 0.03], [0.17, -0.06, -0.20], [0.03, 0.08, 0.02], [-0.32, -0.12, 0.18], [-0.08, -0.05, 0.04], [0.01, -0.06, -0.04], [0.08, 0.02, -0.05], [0.20, 0.05, 0.02], [0.24, -0.14, -0.04], [0.01, -0.13, -0.08], [0.01, -0.13, -0.28], [-0.20, 0.03, 0.00], [-0.15, 0.06, -0.26], [0.12, 0.15, 0.46], [0.14, -0.27, -0.27], [-0.15, 0.07, -0.04], [0.17, -0.02, 0.48], [-0.15, 0.09, -0.14], [0.24, -0.07, 0.26], [-0.20, 0.06, -0.27], [0.22, -0.10, 0.26], [-0.22, 0.08, -0.13], [0.07, 0.01, 0.05], [0.02, 0.02, 0.09], [-0.06, 0.06, -0.09], [-0.01, 0.05, -0.11], [0.08, -0.05, 0.02], [0.08, -0.04, 0.04], [-0.10, -0.01, -0.08], [-0.08, -0.05, -0.10], [0.04, -0.04, 0.06], [0.01, 0.01, 0.10], [0.06, -0.10, -0.20], [-0.10, 0.19, 0.15], [-0.11, 0.04, -0.19], [0.00, 0.27, 0.15], [0.05, -0.03, 0.15], [0.00, 0.06, -0.04], [-0.04, -0.02, 0.11], [0.03, 0.06, -0.07], [-0.07, -0.09, -0.01], [0.06, 0.10, 0.02], [-0.01, 0.15, 0.06], [0.02, -0.07, -0.06], [-0.02, 0.04, -0.03]],
  "mulliken_charge": [-0.870, 0.356, -0.399, 0.484, -0.159, 1.013, -0.776, -1.092, -0.530, 0.396, 0.356, 0.253, 0.171, -1.584, 0.392, -0.238, 0.165, 0.612, -0.736, -0.011, 0.301, -0.409, -0.987, -0.554, -0.670, -0.565, -0.921, 0.420, 0.367, 0.336, 0.272, 0.320, 0.333, 0.328, 0.282, 0.407, 0.375, 0.490, -1.290, 0.419, -0.743, 0.299, 0.592, 0.384, 0.543, 0.313, 0.448, 0.520, 0.245, 0.345]
}